A 2-piece molecular cluster, C5H16N3 overall in a non-equilibrium geometry, computed with ωB97M-V/def2-TZVPD.

Computed properties:
spin multiplicity: 1
charge: +1
frontier orbital gap: 11.0 eV
energy above the lowest of the compared OMol25 structures with the same formula, charge and spin: 1.382 eV
E_HOMO: -14.10 eV

Bonds (Å) are listed after each position.
Element x y z (Å)
1 C -2.22279 1.14949 1.50077  N3 1.497, H11 1.072, H12 1.063, H13 1.091
2 C -0.05233 -0.12957 1.57280  N3 1.329, N4 1.362, N5 1.361
3 N -1.29780 0.07680 1.98670  C1 1.497, C2 1.329, H6 1.005
4 N 0.63318 0.84327 0.91013  C2 1.362, H7 1.010, H8 1.052
5 N 0.51236 -1.34055 1.83122  C2 1.361, H9 1.007, H10 1.029
6 H -1.59881 -0.51708 2.73886  N3 1.005
7 H 0.55158 1.71950 1.40582  N4 1.010
8 H 1.41175 0.53741 0.27270  N4 1.052
9 H -0.03254 -2.16818 2.00799  N5 1.007
10 H 1.53946 -1.34483 1.76711  N5 1.029
11 H -3.19831 0.75156 1.69627  C1 1.072
12 H -2.21921 1.05193 0.44237  C1 1.063
13 H -2.32697 2.18146 1.83975  C1 1.091
14 C 0.56157 0.04599 -2.94386  C15 1.576, C16 1.540, H17 1.103, H18 1.067
15 C -0.07313 -1.16328 -2.15690  C14 1.576, H19 1.124, H22 1.078, H23 1.132
16 C 1.87764 0.54576 -2.31861  C14 1.540, H20 1.094, H21 1.104, H24 1.093
17 H 0.74160 -0.41888 -3.92819  C14 1.103
18 H -0.06860 0.89823 -3.06238  C14 1.067
19 H 0.72249 -1.58569 -1.48482  C15 1.124
20 H 1.79087 0.92388 -1.29542  C16 1.094
21 H 2.44850 -0.39618 -2.24811  C16 1.104
22 H -0.43069 -1.94872 -2.80242  C15 1.078
23 H -0.99497 -0.75155 -1.64444  C15 1.132
24 H 2.38262 1.32432 -2.89583  C16 1.093

Let us look at the Mulliken charges, expressed in e, one per atom: C -0.9793; C 0.6830; N -0.2304; N -0.3149; N -0.4234; H 0.2794; H 0.2339; H 0.2026; H 0.2305; H 0.2538; H 0.3874; H 0.3373; H 0.3338; C -0.2012; C -0.8000; C -0.8865; H 0.2524; H 0.3723; H 0.2153; H -0.0833; H 0.3463; H 0.4064; H 0.0361; H 0.3484



A 2-piece molecular cluster, C2H5NO2 overall in a non-equilibrium geometry, computed with ωB97M-V/def2-TZVPD.

Computed properties:
spin multiplicity: 1
charge: 0
frontier orbital gap (spin up / spin down): 8.3 / 8.3 eV
energy above the lowest of the compared OMol25 structures with the same formula, charge and spin: 7.362 eV
E_HOMO (spin up / spin down): -8.69 / -8.69 eV

Bonds (Å) are listed after each position.
Element x y z (Å)
1 C 1.32397 0.08699 -0.27886  C2 1.318, H6 1.065, H7 1.098
2 C 0.12202 0.14254 0.25814  C1 1.318, N3 1.331, H8 1.137
3 N -0.72273 1.15876 0.09540  C2 1.331, H9 1.005
4 O -2.51537 -0.83760 -0.07337  O5 1.351, H10 0.948
5 O -2.44954 0.50890 -0.15726  O4 1.351
6 H 2.09850 -0.55209 0.07532  C1 1.065
7 H 1.35589 0.85272 -1.06562  C1 1.098
8 H -0.44270 -0.54949 0.96199  C2 1.137
9 H -0.71856 1.81725 -0.66422  N3 1.005
10 H -2.74725 -0.91909 0.84266  O4 0.948

Let us look at the Mulliken charges, expressed in e, one per atom: C -0.7898; C 0.3473; N -0.3274; O -0.2930; O -0.2573; H 0.2779; H 0.1879; H 0.2367; H 0.2617; H 0.3561



One molecule with the formula C5H13N2O in a non-equilibrium geometry, computed with ωB97M-V/def2-TZVPD.

Computed properties:
spin multiplicity: 2
charge: 0
frontier orbital gap (spin up / spin down): 9.9 / 8.4 eV
energy above the lowest of the compared OMol25 structures with the same formula, charge and spin: 1.119 eV
E_HOMO (spin up / spin down): -8.93 / -8.95 eV

Bonds (Å) are listed after each position.
Element x y z (Å)
1 C 1.90680 0.78846 0.11432  O2 1.450, C3 1.512, H9 1.091, H10 1.096
2 O 3.11919 0.33937 0.76995  C1 1.450, H11 0.962
3 C 1.04011 -0.43874 -0.05228  C1 1.512, C4 1.512, N8 1.494, H12 1.102
4 C -0.27759 -0.20596 -0.75579  C3 1.512, C5 1.599, H13 1.103, H14 1.087
5 C -1.51087 -0.08218 0.25503  C4 1.599, C6 1.517, N7 1.444, H18 1.123
6 C -2.83419 0.36216 -0.33920  C5 1.517, H15 1.094, H16 1.093, H21 1.096
7 N -1.03755 0.74149 1.34225  C5 1.444, H17 1.027
8 N 1.86293 -1.46198 -0.76533  C3 1.494, H19 1.008, H20 1.013
9 H 2.22645 1.22809 -0.83114  C1 1.091
10 H 1.30107 1.48793 0.70257  C1 1.096
11 H 3.48907 1.09560 1.23536  O2 0.962
12 H 0.75115 -0.82929 0.93637  C3 1.102
13 H -0.61519 -0.91293 -1.53290  C4 1.103
14 H -0.34584 0.76948 -1.23145  C4 1.087
15 H -3.18610 -0.31926 -1.11928  C6 1.094
16 H -2.85533 1.41577 -0.62795  C6 1.093
17 H -1.84274 0.90606 1.95848  N7 1.027
18 H -1.58675 -1.14675 0.60466  C5 1.123
19 H 2.67077 -1.65578 -0.19378  N8 1.008
20 H 1.34495 -2.32450 -0.88513  N8 1.013
21 H -3.62038 0.24296 0.41526  C6 1.096

Let us look at the Mulliken charges, expressed in e, one per atom: C -0.7358; O -0.5257; C 0.7236; C -1.1430; C 0.4926; C -1.4296; N -0.5381; N -0.8005; H 0.3217; H 0.3929; H 0.2800; H 0.1911; H 0.3696; H 0.3049; H 0.3588; H 0.3604; H 0.2684; H 0.2063; H 0.2589; H 0.2320; H 0.4111



A 2-piece molecular cluster, C14H36BrFNOP2 overall in a non-equilibrium geometry, computed with ωB97M-V/def2-TZVPD.

Computed properties:
spin multiplicity: 1
charge: -1
frontier orbital gap: 5.8 eV
E_HOMO: -2.92 eV

Bonds (Å) are listed after each position.
Element x y z (Å)
1 C -0.06848 2.15188 3.61180  C2 1.579, H15 1.115, H16 1.110, H17 1.102
2 C 0.18407 2.55430 2.10579  C1 1.579, C3 1.550, H18 1.105, H19 1.126
3 C -0.31495 1.54129 1.04337  C2 1.550, F4 1.439, P5 1.915, H20 1.119
4 F -1.67962 1.25545 1.40040  C3 1.439
5 P 0.64343 -0.05739 0.60246  C3 1.915, C6 1.951, P10 2.229, H21 1.475, H22 1.453, H23 1.467
6 C -0.26210 -1.13197 1.95572  P5 1.951, C7 1.573, H24 1.110, H25 1.118
7 C -1.50062 -1.88238 1.34167  C6 1.573, C8 1.561, Br9 2.001, H26 1.105
8 C -2.32584 -2.56525 2.47662  C7 1.561, H27 1.107, H28 1.112, H29 1.111
9 Br -0.88003 -3.36995 0.15604  C7 2.001
10 P 2.39826 0.30718 1.92687  P5 2.229, C11 1.880, C13 1.907
11 C 3.10408 -1.28791 2.62767  P10 1.880, C12 1.592, H30 1.116, H31 1.111
12 C 2.51054 -1.51736 4.08729  C11 1.592, H32 1.107, H33 1.105, H34 1.113
13 C 3.76513 0.90457 0.73877  P10 1.907, C14 1.589, H35 1.113, H36 1.106
14 C 3.95650 -0.12808 -0.45390  C13 1.589, H37 1.111, H38 1.109, H39 1.109
15 H -0.18439 3.11725 4.15850  C1 1.115
16 H 0.83739 1.68358 4.05144  C1 1.110
17 H -0.95294 1.50586 3.73077  C1 1.102
18 H 1.19066 2.98111 1.94456  C2 1.105
19 H -0.49103 3.44827 1.99203  C2 1.126
20 H -0.41069 2.11376 0.08642  C3 1.119
21 H 1.27814 0.70302 -0.49069  P5 1.475
22 H 1.30211 -1.27993 0.17428  P5 1.453
23 H -0.44220 -0.37305 -0.33224  P5 1.467
24 H -0.54065 -0.54696 2.85666  C6 1.110
25 H 0.39937 -1.95819 2.31676  C6 1.118
26 H -2.16072 -1.18398 0.79524  C7 1.105
27 H -1.76386 -3.35896 3.00564  C8 1.107
28 H -2.69399 -1.82521 3.21999  C8 1.112
29 H -3.22177 -3.04254 2.02540  C8 1.111
30 H 4.19902 -1.14398 2.78630  C11 1.116
31 H 2.95577 -2.18498 1.98948  C11 1.111
32 H 1.88568 -0.65841 4.39913  C12 1.107
33 H 3.29867 -1.70662 4.83844  C12 1.105
34 H 1.81103 -2.37841 3.99606  C12 1.113
35 H 4.72891 0.93902 1.29369  C13 1.113
36 H 3.48046 1.88533 0.31403  C13 1.106
37 H 3.26403 0.12517 -1.28457  C14 1.111
38 H 4.99452 -0.15621 -0.84256  C14 1.109
39 H 3.65541 -1.14321 -0.12300  C14 1.109
40 C -1.74908 -1.11061 -4.44551  C41 1.526, H46 1.090, H47 1.091, H48 1.094
41 C -2.77169 -0.31797 -3.63705  C40 1.526, C42 1.541, N45 1.464, H49 1.095
42 C -3.16632 1.02267 -4.28542  C41 1.541, O43 1.419, H50 1.094, H51 1.099
43 O -2.19744 2.05123 -4.15990  C42 1.419, C44 1.415
44 C -1.13112 1.97696 -5.08724  O43 1.415, H52 1.094, H53 1.092, H54 1.091
45 N -2.25910 -0.13839 -2.27701  C41 1.464, H55 1.017, H56 1.017
46 H -0.73690 -0.72145 -4.33408  C40 1.090
47 H -1.72224 -2.14784 -4.10756  C40 1.091
48 H -2.00201 -1.11336 -5.50989  C40 1.094
49 H -3.68023 -0.92697 -3.58011  C41 1.095
50 H -4.05381 1.39702 -3.76732  C42 1.094
51 H -3.45026 0.89085 -5.33875  C42 1.099
52 H -1.46007 1.59904 -6.05994  C44 1.094
53 H -0.32323 1.35793 -4.69252  C44 1.092
54 H -0.73699 2.98570 -5.22160  C44 1.091
55 H -2.98169 0.29200 -1.70546  N45 1.017
56 H -1.52713 0.56709 -2.31299  N45 1.017

Let us look at the Mulliken charges, expressed in e, one per atom: C -0.8211; C -0.8267; C -0.0625; F -0.3975; P 0.5099; C -1.4961; C 0.3387; C -1.3621; Br -0.2135; P -0.1468; C -0.7532; C -0.8757; C -0.6758; C -0.8877; H 0.4210; H 0.0481; H 0.1970; H 0.2341; H 0.5316; H 0.2312; H -0.0323; H 0.0818; H -0.3218; H 0.2411; H 0.4532; H 0.2986; H 0.3237; H 0.3425; H 0.4143; H 0.4514; H 0.4659; H 0.1928; H 0.3262; H 0.2394; H 0.4109; H 0.3512; H 0.2595; H 0.3218; H 0.1920; C -1.4311; C 0.1695; C -0.6979; O -0.3771; C -0.6312; N -0.3667; H 0.2766; H 0.3400; H 0.3622; H 0.3815; H 0.3477; H 0.4311; H 0.2969; H 0.2119; H 0.2532; H 0.2253; H 0.2029